Record 1
Density functional theory data (wB97M-V/def2-TZVPD) for 15 unconnected molecules or ions with the total composition C12H47Br2NO19 at a distorted geometry.

Results
Total charge ... 0
Spin multiplicity ... 1
Relative energy (zero: lowest compared OMol25 entry of this formula, charge and spin) ... 265.8 kJ/mol
F_max ... 5.09 eV/A
Gap between HOMO and LUMO ... 9.75 eV

```
81
Properties=species:S:1:pos:R:3:forces:R:3:mulliken_charge:R:1
N 1.851 0.327 3.803 -2.2 -0.7 -2.8 -0.70
C 1.115 0.085 2.720 2.0 0.7 1.7 -0.37
C 1.804 0.462 1.304 -0.5 -0.9 1.2 -0.58
C 1.152 -0.276 0.026 2.1 0.1 2.3 0.56
C 1.830 -1.729 0.000 0.1 0.3 -1.9 -1.54
O 1.445 -2.608 1.080 -1.5 1.4 -1.4 0.34
O 2.585 -2.985 1.735 2.2 -1.0 1.8 -0.66
O 1.854 0.382 -1.095 -2.0 -1.6 -2.5 0.13
C 0.975 0.159 -2.222 -0.5 -0.5 0.4 0.42
O 1.276 -0.166 -3.388 -1.2 1.8 4.6 -0.67
O -0.312 0.348 -1.650 1.9 -0.9 -2.6 -0.51
C -0.429 -0.137 -0.244 1.1 1.1 -1.4 2.09
C -1.304 -1.459 -0.448 -1.0 0.0 0.4 -0.97
C -2.434 -1.707 0.656 -0.7 -1.1 0.2 -0.68
C -2.233 -3.088 1.492 -0.3 0.5 -0.7 0.06
Br -2.156 -2.585 3.449 0.2 -0.5 -0.9 -0.23
C -1.094 1.157 0.451 -1.2 -0.7 -0.2 -1.05
C -0.443 2.553 0.016 -0.4 1.1 1.1 -0.53
C -0.123 3.424 1.356 0.0 -1.7 -0.5 -0.55
Br 1.444 4.623 0.927 -1.1 -0.4 0.4 -0.24
H 1.333 0.062 4.657 0.1 0.0 -0.6 0.36
H 0.073 -0.374 2.831 1.3 0.6 -0.5 0.04
H 1.892 1.598 1.201 -0.3 -1.7 0.0 0.22
H 2.887 0.072 1.384 -1.8 0.8 -0.1 0.61
H 1.565 -2.222 -1.016 0.2 0.5 1.6 0.19
H 2.974 -1.575 -0.042 -1.9 -0.3 0.4 0.61
H 2.515 -2.713 2.687 -0.5 0.4 -1.2 0.28
H -0.705 -2.426 -0.550 -0.4 1.5 0.2 0.32
H -1.851 -1.328 -1.458 1.1 0.0 1.6 0.31
H -2.553 -0.888 1.436 0.3 -0.8 -1.3 0.41
H -3.446 -1.829 0.116 1.6 0.3 0.9 0.26
H -3.147 -3.775 1.398 1.6 1.1 0.1 0.40
H -1.273 -3.649 1.204 -1.8 1.2 0.7 -0.28
H -1.182 1.032 1.593 0.4 0.2 -1.8 0.39
H -2.189 1.173 0.076 1.7 -0.1 0.6 0.64
H 0.537 2.482 -0.556 -1.5 -0.2 0.7 0.11
H -1.232 3.163 -0.561 1.6 -1.1 0.7 0.24
H 0.269 2.675 2.143 -0.6 1.6 -1.0 0.27
H -1.027 4.014 1.726 1.5 -0.7 -0.6 0.40
O 1.971 -4.682 4.136 0.2 -0.1 -0.4 -0.63
H 1.329 -5.402 4.096 -0.1 0.2 0.2 0.30
H 2.275 -4.585 3.224 0.0 -0.2 0.0 0.36
O -1.403 -0.709 -5.113 0.2 0.0 -0.1 -0.60
H -1.229 -1.278 -5.872 -0.1 0.1 0.1 0.28
H -0.522 -0.503 -4.767 -0.1 0.1 0.2 0.33
O 3.138 3.132 -2.366 -0.4 0.2 -0.4 -0.71
H 2.807 2.302 -2.004 0.2 0.2 0.2 0.36
H 2.535 3.798 -2.011 0.1 -0.1 0.1 0.31
O -0.975 -5.699 0.992 0.4 -0.4 -0.2 -0.61
H -0.824 -6.356 0.300 -0.1 0.0 0.1 0.30
H -0.127 -5.244 1.071 0.0 -0.1 0.0 0.28
O 3.975 1.738 -0.059 0.4 -0.1 0.1 -0.49
H 4.131 1.080 -0.749 0.2 0.1 0.2 0.18
H 4.826 2.183 0.036 -0.2 0.0 -0.1 0.26
O -4.130 0.942 -4.889 0.1 0.0 -0.2 -0.67
H -3.375 0.355 -4.748 0.1 0.0 0.0 0.32
H -3.729 1.780 -5.152 -0.1 -0.1 0.1 0.32
O 1.807 -2.218 5.572 0.3 0.4 0.1 -0.63
H 1.965 -2.885 4.894 -0.3 -0.5 0.2 0.32
H 2.659 -1.773 5.666 -0.1 0.0 0.1 0.34
O -3.365 3.926 -0.033 -0.3 0.1 -0.1 -0.56
H -3.650 3.965 -0.954 0.1 0.0 0.1 0.29
H -4.146 4.199 0.465 0.1 0.0 0.0 0.27
O 5.259 -0.740 -1.394 -0.2 -0.1 -0.2 -0.64
H 5.930 -1.228 -1.887 0.0 0.1 0.1 0.31
H 4.475 -0.789 -1.958 0.1 0.0 0.0 0.28
O -4.308 0.750 -8.262 0.2 -0.1 0.2 -0.64
H -4.411 0.551 -7.321 -0.1 0.1 0.0 0.35
H -3.353 0.770 -8.394 -0.2 0.0 0.0 0.31
O 0.771 5.640 -2.980 0.3 -0.2 -0.1 -0.61
H 0.931 4.981 -3.667 0.0 0.1 0.1 0.29
H 1.622 6.087 -2.881 -0.2 0.2 0.0 0.31
O -5.413 -3.119 0.166 -0.3 0.0 -0.2 -0.59
H -5.675 -3.534 -0.665 0.1 0.0 0.1 0.30
H -6.194 -2.620 0.435 0.1 -0.1 0.0 0.29
O -0.439 -3.759 6.698 0.0 0.1 0.4 -0.59
H -0.844 -3.677 7.569 0.0 -0.1 -0.2 0.29
H 0.360 -3.215 6.757 0.0 0.0 -0.3 0.32
O 1.348 7.909 -0.964 -0.1 0.0 0.2 -0.60
H 1.009 7.079 -0.605 0.0 0.0 -0.1 0.29
H 0.745 8.577 -0.619 0.1 -0.1 -0.1 0.30
```
Positions in Å, forces in eV/Å.


Record 2
Density functional theory data (wB97M-V/def2-TZVPD) for a molecular structure, C20H41ORhSi3 at a distorted geometry.

Results
Total charge ... +2
Spin multiplicity ... 1
F_max ... 2.27 eV/A
Gap between HOMO and LUMO (alpha / beta) ... 6.50 / 6.50 eV

```
66
Properties=species:S:1:pos:R:3:forces:R:3:mulliken_charge:R:1
Rh 0.361 -0.635 0.454 0.6 -0.7 2.1 0.15
C -3.483 -2.139 1.683 0.0 0.0 0.0 -1.83
C -2.690 -2.397 0.405 -0.1 0.0 0.1 0.85
C -3.092 -3.756 -0.199 0.0 0.0 0.0 -1.51
C -1.190 -2.387 0.596 -0.2 0.1 -0.5 1.08
C -0.578 -2.289 1.879 -0.1 0.0 0.0 -0.51
C 0.790 -2.435 2.051 0.0 -0.2 0.0 -0.65
C 1.638 -2.544 0.939 0.2 0.0 0.0 0.85
C 3.127 -2.599 1.097 0.0 0.1 0.1 -1.94
C 1.045 -2.617 -0.351 -0.3 0.3 -0.5 -0.58
C -0.350 -2.583 -0.524 0.1 0.2 -0.2 -0.56
H -4.544 -2.092 1.443 0.0 0.0 0.0 0.41
H -3.219 -1.201 2.170 0.0 0.0 0.0 0.38
H -3.352 -2.957 2.396 0.0 0.0 0.0 0.47
H -2.926 -1.622 -0.332 0.0 0.0 0.0 -0.26
H -2.834 -4.572 0.478 0.0 0.0 0.0 0.42
H -2.622 -3.944 -1.164 0.0 0.0 0.0 0.38
H -4.171 -3.770 -0.347 0.0 0.0 0.0 0.43
H -1.214 -2.115 2.737 0.0 0.0 0.0 0.59
H 1.220 -2.371 3.042 0.0 0.0 0.0 0.60
H 3.550 -1.592 1.131 0.0 0.0 0.0 0.33
H 3.594 -3.129 0.270 0.0 0.0 0.0 0.43
H 3.389 -3.100 2.029 0.0 0.0 0.0 0.44
H 1.677 -2.719 -1.224 0.1 0.0 0.1 0.59
H -0.777 -2.686 -1.512 0.0 -0.1 0.0 0.44
C 1.841 0.491 3.149 0.0 -0.1 0.1 -1.19
O 1.350 0.669 1.810 0.1 0.1 -0.2 0.17
Si 0.915 2.128 1.042 -0.1 0.0 -0.5 0.07
C -0.379 2.959 2.060 -0.1 0.0 0.1 -1.10
C 2.346 3.263 0.825 0.0 0.0 0.0 -1.18
C 0.303 1.085 -0.457 -0.2 -0.3 -0.3 0.23
Si -1.555 1.380 -1.024 0.3 0.3 -0.1 0.59
C -1.597 3.143 -1.615 -0.1 0.1 0.0 -1.17
C -2.099 0.233 -2.384 0.0 -0.1 0.0 -1.28
C -2.684 1.221 0.462 0.0 -0.1 -0.1 -0.89
Si 1.600 0.968 -1.938 -0.2 0.1 -0.1 0.26
C 1.091 -0.237 -3.256 -0.1 -0.1 0.0 -1.02
C 3.230 0.381 -1.247 0.0 0.1 0.0 -0.78
C 1.739 2.664 -2.678 0.1 0.1 0.0 -1.10
H 2.183 1.448 3.541 0.0 0.0 0.0 0.36
H 2.680 -0.202 3.130 0.0 0.0 0.0 0.35
H 1.049 0.103 3.789 0.0 0.0 0.0 0.35
H 0.100 3.606 2.799 0.0 0.0 0.0 0.47
H -1.013 2.242 2.586 0.0 0.1 0.0 0.30
H -1.024 3.600 1.456 0.0 0.0 0.0 0.36
H 2.778 3.462 1.811 0.0 0.0 0.0 0.43
H 1.971 4.221 0.451 0.1 0.0 0.0 0.38
H 3.134 2.919 0.161 0.0 0.0 0.0 0.35
H -1.095 3.288 -2.568 0.0 0.0 0.0 0.35
H -1.189 3.855 -0.895 0.0 0.0 0.0 0.32
H -2.652 3.402 -1.759 0.0 0.0 0.0 0.44
H -1.841 0.647 -3.359 0.0 0.0 0.0 0.49
H -3.188 0.151 -2.351 0.0 0.0 0.0 0.49
H -1.683 -0.772 -2.322 0.0 0.0 0.0 0.25
H -2.824 2.189 0.943 0.0 0.0 0.0 0.55
H -2.322 0.517 1.212 0.0 0.0 0.1 -0.12
H -3.667 0.882 0.125 0.0 0.0 0.0 0.50
H 0.886 -1.242 -2.881 0.0 0.0 -0.1 0.16
H 1.918 -0.318 -3.966 0.0 0.0 0.0 0.48
H 0.223 0.108 -3.813 0.0 0.0 0.0 0.33
H 3.181 -0.656 -0.911 0.0 0.0 0.0 0.00
H 3.631 0.990 -0.436 0.0 -0.1 0.0 0.24
H 3.945 0.421 -2.074 0.1 0.0 0.1 0.52
H 0.856 2.936 -3.254 0.0 0.0 0.0 0.34
H 2.586 2.659 -3.370 0.0 0.0 0.0 0.42
H 1.927 3.444 -1.940 0.0 0.0 0.0 0.30
```
Positions in Å, forces in eV/Å.


Question: Which of these has the highest F_max?
Answer: C12H47Br2NO19


Question: Among the records above, which one has the highest F_max?
Answer: C12H47Br2NO19